The following is a DFT calculation (ωB97M-V with the def2-TZVPD basis set) of a cluster of 20 separate species, C53H107N9O44 in total in a non-equilibrium geometry.

- Lowest unoccupied orbital energy: -0.281 eV
- Maximum force: 0.083 hartree/bohr
- Kohn-Sham gap: 9.8 eV
- Multiplicity: 1

Each line ends with the Löwdin charge.
Element x y z (Å)
C: 1.12 -0.37 -0.31  0.09
N: 1.44 -1.55 -1.22  -0.34
O: 1.12 -2.66 -0.91  0.10
O: 1.99 -1.28 -2.29  0.03
H: 1.46 -0.65 0.65  0.08
H: 0.05 -0.19 -0.23  0.09
H: 1.60 0.48 -0.69  0.04
C: -3.59 1.57 2.33  0.05
N: -2.29 1.57 1.58  -0.35
O: -1.66 2.63 1.54  0.07
O: -2.01 0.53 0.98  0.04
H: -3.79 0.59 2.75  0.07
H: -4.45 1.90 1.67  0.12
H: -3.47 2.27 3.15  0.07
C: -2.39 0.62 6.24  0.05
N: -2.02 2.06 6.05  -0.40
O: -2.16 2.82 7.01  0.05
O: -1.73 2.42 4.91  0.05
H: -3.51 0.57 6.54  0.13
H: -1.72 0.23 7.02  0.11
H: -2.25 0.20 5.24  0.06
C: -2.73 -3.29 -4.91  0.07
N: -2.44 -2.02 -4.20  -0.39
O: -2.73 -0.96 -4.76  0.05
O: -1.83 -2.14 -3.13  0.05
H: -1.80 -3.85 -4.89  0.09
H: -3.09 -3.05 -5.89  0.09
H: -3.55 -3.82 -4.35  0.12
C: 4.89 0.17 3.52  0.04
N: 4.51 0.48 4.98  -0.43
O: 4.50 1.67 5.29  0.05
O: 4.32 -0.45 5.72  0.06
H: 4.61 1.04 2.89  0.06
H: 4.30 -0.75 3.28  0.11
H: 5.99 0.16 3.53  0.11
C: -3.99 -3.04 3.98  0.07
N: -5.10 -2.12 3.62  -0.39
O: -5.00 -1.52 2.54  0.01
O: -6.05 -1.98 4.42  0.05
H: -3.31 -2.88 3.20  0.06
H: -4.48 -4.05 4.03  0.14
H: -3.56 -2.72 4.92  0.10
C: 0.70 -0.22 -4.69  0.03
N: 1.66 -1.27 -5.00  -0.44
O: 2.78 -0.95 -5.30  0.07
O: 1.25 -2.43 -5.05  0.04
H: 0.71 -0.05 -3.59  0.09
H: -0.31 -0.52 -4.94  0.07
H: 1.01 0.66 -5.17  0.09
C: -2.67 -7.69 -0.62  0.05
N: -3.75 -6.83 -1.15  -0.43
O: -4.89 -6.92 -0.75  0.08
O: -3.40 -6.14 -2.09  0.04
H: -1.87 -7.03 -0.36  0.08
H: -2.24 -8.41 -1.36  0.10
H: -3.05 -8.12 0.35  0.12
C: 2.34 -5.61 1.13  0.05
N: 3.13 -5.86 2.36  -0.40
O: 3.03 -7.02 2.78  0.05
O: 3.82 -4.95 2.85  0.03
H: 1.77 -4.73 1.22  0.07
H: 1.68 -6.47 0.96  0.11
H: 3.00 -5.37 0.32  0.08
O: 0.83 3.96 2.73  0.08
C: 1.03 2.89 3.30  -0.52
O: 1.25 2.77 4.61  -0.03
C: 1.03 3.93 5.44  -0.21
C: 1.37 3.43 6.84  -0.05
C: 1.28 1.52 2.69  0.05
H: 0.04 4.23 5.29  0.09
H: 1.68 4.80 5.19  0.12
H: 0.74 2.55 7.02  0.06
H: 1.26 4.25 7.59  0.10
H: 2.39 3.04 6.80  0.07
H: 0.45 0.79 2.90  0.10
H: 2.21 1.17 3.09  0.06
H: 1.35 1.87 1.61  0.10
O: 2.75 6.05 0.78  0.10
C: 3.02 5.90 1.94  -0.54
O: 3.69 4.84 2.36  0.00
C: 4.16 3.88 1.46  -0.26
C: 5.46 3.48 1.96  -0.07
C: 2.74 6.89 3.00  0.04
H: 4.14 4.19 0.41  0.13
H: 3.42 3.09 1.56  0.12
H: 5.43 3.00 2.94  0.07
H: 6.01 4.43 2.09  0.10
H: 6.06 2.83 1.31  0.09
H: 3.59 7.60 3.03  0.12
H: 2.63 6.48 4.02  0.08
H: 1.80 7.34 2.77  0.06
O: -1.33 -8.66 -3.31  0.05
C: -1.56 -7.70 -4.04  -0.57
O: -0.84 -6.59 -4.04  0.00
C: 0.37 -6.50 -3.13  -0.14
C: 0.43 -5.12 -2.61  -0.08
C: -2.64 -7.67 -5.05  0.02
H: 1.21 -6.72 -3.72  0.10
H: 0.26 -7.24 -2.37  0.11
H: 1.39 -5.04 -2.03  0.08
H: -0.36 -4.78 -1.94  0.08
H: 0.49 -4.37 -3.36  0.05
H: -2.20 -7.76 -6.04  0.09
H: -3.19 -6.76 -4.97  0.07
H: -3.22 -8.59 -4.90  0.10
O: -3.34 3.37 -0.93  0.10
C: -2.88 2.96 -1.96  -0.46
O: -2.95 3.66 -3.17  -0.08
C: -3.86 4.83 -3.15  -0.19
C: -3.69 5.43 -4.58  -0.06
C: -2.11 1.63 -2.23  0.05
H: -3.73 5.51 -2.30  0.11
H: -4.91 4.50 -2.98  0.11
H: -3.59 4.58 -5.33  0.10
H: -2.81 6.02 -4.69  0.05
H: -4.54 6.02 -4.86  0.06
H: -2.84 0.86 -2.41  0.04
H: -1.52 1.46 -1.38  0.04
H: -1.47 1.80 -3.10  0.09
O: 4.43 -5.91 -1.68  0.07
C: 4.73 -5.30 -2.68  -0.51
O: 6.01 -4.92 -2.89  -0.01
C: 6.83 -5.09 -1.72  -0.21
C: 6.56 -4.04 -0.64  -0.05
C: 3.77 -4.86 -3.78  0.05
H: 7.87 -5.09 -2.07  0.12
H: 6.66 -6.13 -1.29  0.14
H: 5.54 -4.14 -0.30  0.07
H: 6.74 -3.03 -0.89  0.06
H: 7.19 -4.32 0.18  0.07
H: 3.15 -5.71 -4.04  0.08
H: 4.34 -4.50 -4.58  0.07
H: 3.14 -4.13 -3.31  0.07
O: -0.29 8.74 2.60  0.05
C: -0.87 8.06 1.72  -0.45
O: -0.25 7.88 0.47  -0.07
C: 0.79 8.75 0.20  -0.29
C: 0.14 10.08 -0.15  -0.07
C: -2.19 7.46 1.87  0.02
H: 1.44 8.19 -0.54  0.13
H: 1.42 8.87 1.16  0.13
H: -0.11 10.52 0.82  0.07
H: -0.71 9.84 -0.75  0.06
H: 0.85 10.85 -0.69  0.12
H: -2.98 8.17 1.58  0.10
H: -2.33 7.20 2.93  0.10
H: -2.43 6.58 1.20  0.10
O: -4.50 -0.27 -2.16  0.04
C: -5.49 0.42 -2.01  -0.53
O: -6.03 1.03 -3.09  -0.01
C: -5.16 0.93 -4.28  -0.20
C: -5.85 1.87 -5.23  -0.06
C: -6.17 0.71 -0.73  0.04
H: -5.21 -0.16 -4.60  0.14
H: -4.18 1.22 -4.04  0.08
H: -6.88 1.56 -5.40  0.09
H: -5.20 1.92 -6.08  0.07
H: -5.69 2.93 -4.89  0.09
H: -6.19 1.75 -0.47  0.08
H: -5.57 0.12 -0.01  0.09
H: -7.20 0.33 -0.85  0.11
C: -0.27 5.68 -2.50  0.00
C: 0.61 5.20 -1.37  -0.27
C: -0.01 4.32 -0.31  -0.10
O: 0.37 3.00 -0.66  0.02
C: 1.22 3.01 -1.76  -0.51
O: 1.60 2.02 -2.32  0.13
O: 1.51 4.27 -2.01  0.09
H: 0.33 6.26 -3.17  0.09
H: -1.00 6.33 -2.07  0.08
H: -0.76 4.83 -2.96  0.08
H: 1.20 6.07 -1.00  0.12
H: -1.09 4.36 -0.39  0.11
H: 0.35 4.46 0.70  0.10
C: -5.07 -3.05 -0.72  0.01
C: -3.58 -3.19 -0.69  -0.30
C: -2.79 -1.97 -0.21  -0.06
O: -1.69 -2.56 0.59  0.07
C: -2.02 -3.80 0.88  -0.65
O: -1.49 -4.50 1.65  0.15
O: -3.09 -4.22 0.19  0.08
H: -5.52 -2.33 -1.33  0.06
H: -5.42 -2.89 0.25  0.05
H: -5.46 -4.03 -0.99  0.09
H: -3.22 -3.43 -1.68  0.12
H: -3.33 -1.33 0.50  0.10
H: -2.41 -1.36 -1.01  0.09
C: 0.92 -5.41 5.14  -0.01
C: 1.01 -4.03 5.79  -0.30
C: 2.01 -3.04 5.17  -0.09
O: 1.29 -2.29 4.22  0.09
C: 0.02 -2.35 4.61  -0.55
O: -0.87 -1.65 4.29  0.15
O: -0.18 -3.31 5.59  0.07
H: 1.81 -6.09 5.30  0.10
H: 0.75 -5.32 4.07  0.08
H: 0.14 -6.01 5.56  0.07
H: 1.10 -4.20 6.84  0.14
H: 2.86 -3.51 4.71  0.12
H: 2.36 -2.38 5.94  0.12
C: 5.12 1.80 -3.45  -0.01
C: 4.25 0.78 -2.71  -0.33
C: 4.98 -0.57 -2.65  -0.05
O: 4.69 -0.99 -1.30  0.07
C: 4.25 -0.01 -0.58  -0.62
O: 4.09 -0.09 0.61  0.12
O: 4.05 1.10 -1.33  0.08
H: 6.11 1.76 -2.96  0.08
H: 4.72 2.81 -3.37  0.09
H: 5.27 1.53 -4.52  0.10
H: 3.30 0.62 -3.15  0.09
H: 6.06 -0.39 -2.89  0.14
H: 4.45 -1.29 -3.28  0.12

The following is a DFT calculation (ωB97M-V with the def2-TZVPD basis set) of a cluster of 15 separate species, C53H113N7O23 in total in a non-equilibrium geometry.

- Lowest unoccupied orbital energy: 0.310 eV
- Maximum force: 0.099 hartree/bohr
- Kohn-Sham gap: 9.2 eV
- Relative energy (zero: lowest compared OMol25 entry of this formula, charge and spin): 273.17 kJ/mol
- Multiplicity: 1

Each line ends with the Löwdin charge.
Element x y z (Å)
C: -0.51 4.27 6.16  -0.37
O: 0.48 4.82 6.55  0.02
N: -0.58 3.32 5.20  -0.17
C: -1.88 2.81 4.83  -0.06
C: 0.60 2.66 4.62  -0.02
H: -1.51 4.39 6.61  0.13
H: -2.70 3.49 5.10  0.08
H: -2.00 1.78 5.15  0.08
H: -1.95 2.87 3.75  0.07
H: 0.68 2.50 3.54  0.07
H: 1.54 3.14 4.91  0.07
H: 0.67 1.65 5.02  0.08
C: 0.76 5.66 0.86  -0.30
O: 0.63 4.76 0.04  0.00
N: 1.86 5.78 1.65  -0.17
C: 1.82 6.88 2.61  -0.06
C: 3.02 4.87 1.56  -0.01
H: 0.05 6.49 1.02  0.13
H: 1.07 7.64 2.38  0.08
H: 2.79 7.37 2.70  0.09
H: 1.59 6.50 3.60  0.08
H: 3.93 5.41 1.27  0.10
H: 3.16 4.37 2.52  0.08
H: 2.85 4.04 0.87  0.07
C: -1.27 -0.12 -6.81  -0.33
O: -0.92 -0.21 -8.01  -0.03
N: -0.55 0.57 -5.91  -0.13
C: -0.82 0.43 -4.49  -0.07
C: 0.78 1.23 -6.32  0.00
H: -2.18 -0.48 -6.30  0.13
H: -1.16 1.30 -3.92  0.08
H: 0.09 0.09 -4.00  0.07
H: -1.65 -0.25 -4.30  0.06
H: 1.60 0.84 -5.71  0.06
H: 1.06 1.16 -7.37  0.08
H: 0.83 2.30 -6.11  0.07
C: 4.77 -7.08 -0.87  -0.34
O: 3.80 -6.95 -0.15  0.01
N: 5.07 -6.29 -1.92  -0.17
C: 6.40 -6.31 -2.54  -0.06
C: 4.20 -5.25 -2.47  -0.04
H: 5.49 -7.92 -0.78  0.13
H: 6.31 -6.65 -3.57  0.08
H: 7.06 -7.03 -2.05  0.08
H: 6.87 -5.33 -2.54  0.09
H: 3.38 -5.07 -1.77  0.06
H: 4.61 -4.26 -2.67  0.08
H: 3.77 -5.47 -3.45  0.08
C: 7.47 -1.23 1.09  -0.31
O: 8.70 -1.30 1.32  -0.02
N: 6.45 -1.54 1.93  -0.18
C: 5.09 -1.79 1.52  -0.07
C: 6.78 -2.12 3.26  -0.03
H: 7.08 -0.98 0.09  0.13
H: 4.40 -1.29 2.19  0.06
H: 4.85 -2.85 1.60  0.09
H: 4.85 -1.46 0.51  0.08
H: 7.73 -1.75 3.63  0.08
H: 6.02 -1.93 4.02  0.08
H: 6.87 -3.20 3.10  0.09
C: 0.48 -5.91 -2.10  -0.34
O: 1.07 -6.76 -2.82  -0.04
N: -0.84 -5.74 -1.95  -0.16
C: -1.80 -6.37 -2.92  -0.03
C: -1.46 -4.71 -1.10  -0.03
H: 1.00 -5.24 -1.40  0.12
H: -1.41 -6.80 -3.84  0.08
H: -2.44 -5.60 -3.35  0.07
H: -2.43 -7.11 -2.42  0.09
H: -0.65 -4.17 -0.60  0.06
H: -2.02 -4.00 -1.71  0.08
H: -2.13 -5.18 -0.38  0.09
C: 2.21 -2.69 -5.63  -0.28
O: 2.16 -1.55 -5.14  -0.03
N: 1.26 -3.63 -5.39  -0.19
C: 1.51 -5.00 -5.72  -0.06
C: 0.06 -3.38 -4.69  -0.03
H: 2.98 -3.08 -6.31  0.14
H: 2.48 -5.17 -6.20  0.09
H: 0.66 -5.49 -6.19  0.09
H: 1.59 -5.63 -4.83  0.06
H: -0.23 -2.33 -4.62  0.07
H: -0.73 -3.95 -5.17  0.10
H: 0.31 -3.65 -3.66  0.08
O: -4.08 2.32 1.84  0.09
C: -4.97 2.80 2.49  -0.55
O: -5.96 2.08 2.96  0.00
C: -6.04 0.68 2.86  -0.21
C: -7.30 0.30 3.66  -0.04
C: -5.11 4.28 2.70  0.04
H: -5.14 0.21 3.26  0.11
H: -6.11 0.31 1.84  0.13
H: -7.39 -0.74 3.97  0.07
H: -8.14 0.59 3.02  0.08
H: -7.38 0.89 4.58  0.08
H: -5.10 4.81 1.75  0.07
H: -4.52 4.79 3.46  0.09
H: -6.14 4.37 3.02  0.09
O: 2.84 0.60 2.01  0.02
C: 3.84 1.34 1.72  -0.55
O: 4.74 1.75 2.55  0.01
C: 4.47 1.64 3.97  -0.19
C: 5.79 1.68 4.70  -0.05
C: 4.22 1.63 0.31  0.02
H: 4.02 0.66 4.15  0.12
H: 3.77 2.41 4.28  0.11
H: 5.52 1.76 5.75  0.08
H: 6.42 2.54 4.44  0.09
H: 6.34 0.75 4.59  0.07
H: 3.46 1.36 -0.42  0.09
H: 5.17 1.18 0.00  0.09
H: 4.43 2.70 0.18  0.07
O: 0.14 -1.89 0.11  0.04
C: 0.69 -1.12 -0.69  -0.45
O: 0.45 0.18 -0.98  -0.03
C: -0.70 0.90 -0.40  -0.18
C: -0.43 1.51 0.92  -0.05
C: 1.85 -1.53 -1.59  0.03
H: -1.47 0.13 -0.43  0.10
H: -0.88 1.66 -1.16  0.09
H: 0.50 2.09 0.89  0.07
H: -0.32 0.75 1.70  0.07
H: -1.26 2.16 1.17  0.08
H: 1.90 -2.61 -1.77  0.07
H: 2.81 -1.36 -1.10  0.07
H: 1.80 -1.04 -2.56  0.07
O: -6.12 -1.57 -3.53  0.07
C: -5.13 -0.84 -3.39  -0.54
O: -4.82 0.25 -4.04  -0.02
C: -5.64 0.74 -5.12  -0.17
C: -7.00 1.26 -4.60  -0.06
C: -4.09 -1.12 -2.35  0.02
H: -5.73 0.02 -5.93  0.12
H: -5.23 1.61 -5.63  0.12
H: -7.01 2.17 -3.99  0.06
H: -7.51 0.52 -3.98  0.07
H: -7.65 1.50 -5.44  0.08
H: -4.54 -1.91 -1.75  0.08
H: -4.02 -0.27 -1.67  0.08
H: -3.15 -1.56 -2.70  0.08
O: -4.48 -2.73 1.39  0.06
C: -3.56 -2.19 2.05  -0.50
O: -3.17 -2.53 3.29  -0.02
C: -3.59 -3.86 3.80  -0.18
C: -4.90 -3.79 4.56  -0.07
C: -2.76 -1.01 1.62  0.01
H: -2.87 -4.27 4.50  0.11
H: -3.66 -4.59 2.99  0.12
H: -4.93 -2.83 5.07  0.07
H: -5.14 -4.56 5.29  0.08
H: -5.73 -3.79 3.85  0.07
H: -1.76 -1.38 1.37  0.06
H: -2.72 -0.16 2.30  0.09
H: -3.23 -0.75 0.67  0.07
O: -1.00 -0.47 5.40  0.08
C: -0.95 -1.67 5.53  -0.49
O: -0.31 -2.52 4.69  -0.03
C: 0.23 -2.13 3.47  -0.22
C: 1.70 -2.63 3.41  -0.04
C: -1.50 -2.37 6.78  0.02
H: 0.11 -1.07 3.24  0.11
H: -0.37 -2.70 2.76  0.11
H: 1.77 -3.62 3.86  0.08
H: 2.38 -2.05 4.03  0.07
H: 1.99 -2.62 2.36  0.07
H: -1.17 -1.88 7.70  0.09
H: -1.15 -3.40 6.80  0.08
H: -2.58 -2.49 6.80  0.08
O: -2.65 3.61 -2.12  0.05
C: -3.75 3.82 -1.55  -0.48
O: -4.00 4.74 -0.62  -0.01
C: -2.93 5.42 0.05  -0.21
C: -3.32 6.90 0.26  -0.06
C: -4.98 3.01 -1.93  0.03
H: -2.06 5.50 -0.60  0.10
H: -2.60 4.99 1.00  0.12
H: -2.53 7.44 0.77  0.07
H: -4.25 6.90 0.82  0.06
H: -3.53 7.40 -0.69  0.08
H: -5.31 2.44 -1.06  0.09
H: -4.60 2.35 -2.71  0.07
H: -5.73 3.63 -2.42  0.09
O: 1.82 4.29 -4.17  0.06
C: 2.00 3.53 -3.21  -0.47
O: 3.16 2.88 -2.97  -0.01
C: 4.19 3.04 -3.83  -0.27
C: 5.43 3.23 -2.95  -0.06
C: 0.83 3.21 -2.32  0.01
H: 4.13 3.87 -4.53  0.12
H: 4.28 2.12 -4.41  0.13
H: 6.30 3.38 -3.58  0.07
H: 5.67 2.30 -2.42  0.06
H: 5.29 4.09 -2.29  0.08
H: 0.42 2.34 -2.84  0.07
H: 0.10 4.01 -2.24  0.08
H: 1.10 3.09 -1.27  0.06